1.
A cluster of 2 separate species, C5H13NS2Si in total. Source: the Open Molecules 2025 dataset; level of theory: the ωB97M-V functional and the def2-TZVPD basis.

Calculated values
* HOMO level: -9.05 eV
* lowest unoccupied orbital energy: 0.4 eV
* SMILES: C[Si](C)(C)S.CN=C=S
* energy: -1338.91783 Eh

```
! wB97M-V def2-TZVPD RIJCOSX def2/J DEFGRID3
* xyz 0 1
C 2.6169 -1.3825 -0.4130
H 3.3609 -1.3513 0.3825
H -1.1867 1.3127 0.2218
H 1.9742 0.7262 1.5422
H -1.0973 -1.2544 -1.6549
H 0.8713 1.8514 0.3721
H -0.4095 0.3434 -1.7990
H -2.1600 2.7106 1.0091
C 1.6324 1.0586 0.5246
C -3.7211 0.2108 -0.3415
H 1.0347 -1.5472 2.6249
C -2.0921 1.6242 0.9059
H -2.0176 1.0821 1.9339
Si 0.9197 -0.6850 0.0162
S -0.0691 -1.4560 1.7464
N -3.1791 1.1637 0.1490
H 2.5193 1.0600 -0.1157
H 2.9614 -0.6406 -1.1450
S -4.6089 -0.8334 -1.0444
H 2.5363 -2.4327 -0.8064
H 0.3097 -0.8442 -2.5617
C -0.1953 -0.7166 -1.5469
*
```

Atom charges from the Löwdin analysis, given in e for atoms 1 to 6: number 1, C, carries -0.236; number 2, H, carries 0.030; number 3, H, carries 0.065; number 4, H, carries 0.031; number 5, H, carries -0.008; number 6, H, carries 0.017

***

2.
A structure of composition C38H38N3P2S3Zr. Source: the Open Molecules 2025 dataset; level of theory: the ωB97M-V functional and the def2-TZVPD basis.

Calculated values
* HOMO level: -10.31 eV
* lowest unoccupied orbital energy: -2.8 eV
* energy: -3559.48045 Eh

```
! wB97M-V def2-TZVPD RIJCOSX def2/J DEFGRID3
* xyz 1 1
C 3.4379 4.0394 -1.2624
S 2.1483 -1.6289 1.2634
C -3.6883 4.3019 -0.1847
C 0.3995 -2.6560 -3.6898
H -3.6202 -2.7409 2.2965
C 3.4612 2.7215 -1.7046
H 4.3448 2.3263 -2.1898
S 2.3201 -1.9084 -1.8452
H 0.7394 2.6885 2.8625
C 4.4978 2.3380 2.0335
C -1.5179 -2.9571 2.1089
C -0.1488 0.2096 0.6359
H 0.3071 4.1438 0.0091
H -2.3754 -0.8805 -1.2197
H -2.6546 -2.4711 -1.2078
C 3.6247 1.3004 1.7215
H 4.7036 4.2916 2.8844
C -1.9745 -4.6958 -1.7058
C 1.6532 -2.0359 -3.4726
C 0.4479 -0.1554 3.4392
H 2.2922 4.5206 3.3973
N -0.4546 -3.3433 1.1315
H 2.3746 0.8846 -1.8794
H -4.4993 5.0098 -0.0705
C 0.6546 -2.2766 -6.0931
H -3.0656 -4.6663 -1.7481
H 0.2622 -2.3881 -7.0959
C -0.0732 -2.8137 -5.0036
H -1.6566 3.0115 -2.5704
S -0.4742 0.2435 -2.3487
C -2.8926 -2.8103 1.4857
H -3.1565 -3.7169 0.9296
C 1.1882 3.7378 -0.4709
H -2.3937 0.3015 5.2341
C -3.2104 3.6135 0.9194
Zr 0.1684 -1.6609 -0.5888
H -1.6410 -4.3504 -0.7369
C -3.1287 4.0841 -1.4408
H 2.4160 -1.2493 -6.6883
C -1.3643 0.0438 5.0193
H 3.3126 -1.0948 -4.3800
H 0.4362 -3.2583 1.6249
H 1.4354 -1.1066 6.5417
C 1.2108 2.4131 -0.9051
C 0.7875 -0.7481 5.7516
C -0.8719 0.1733 3.7246
C 2.3023 4.5479 -0.6496
N -0.3073 -3.1237 -2.5884
P 1.1226 0.0610 1.7645
C 1.7928 2.5910 2.6193
H -3.6445 3.7839 1.8968
H -1.2097 -2.0136 2.5563
H -3.5050 4.6216 -2.3016
H -0.5489 -4.3331 0.9188
H 3.9924 0.3987 1.2486
C -1.2547 -3.5566 -5.1905
C -2.1709 2.7015 0.7675
C -1.6070 2.4818 -0.4829
H -2.6923 -0.6980 1.1044
C -1.8523 -4.1387 -4.1189
H -2.7165 -4.7789 -4.2360
C 4.0196 3.4903 2.6355
H -1.6869 -5.7439 -1.8107
H -4.1000 -1.4435 0.3412
H -1.7866 2.1623 1.6231
H -1.5450 -3.6974 2.9097
C 2.2741 1.4263 2.0154
C 2.3523 1.9105 -1.5294
H 2.3096 -0.8724 4.2495
C -0.5358 -0.4188 6.0309
H 4.3050 4.6729 -1.4022
N -2.2520 -1.7221 -0.6557
H -1.6461 -3.6961 -6.1914
C 2.6644 3.6199 2.9266
H 2.2807 5.5765 -0.3115
C 1.2775 -0.6156 4.4623
C -1.3455 -3.9146 -2.8221
C -2.0910 3.1786 -1.5910
C 2.3480 -1.5566 -4.5499
P -0.2139 1.3402 -0.6490
H -0.9176 -0.5255 7.0384
H -1.5186 0.5070 2.9237
H 5.5514 2.2384 1.8066
C -3.0495 -1.5923 0.5948
C 1.8428 -1.6536 -5.8649
*
```

Atom charges from the Löwdin analysis, given in e for atoms 1 to 6: number 1, C, carries -0.068; number 2, S, carries 0.320; number 3, C, carries -0.070; number 4, C, carries -0.277; number 5, H, carries 0.124; number 6, C, carries -0.065

***

3.
The molecule C25H40N6S. Source: the Open Molecules 2025 dataset; level of theory: the ωB97M-V functional and the def2-TZVPD basis.

Calculated values
* HOMO level: -7.27 eV
* lowest unoccupied orbital energy: 0.7 eV
* SMILES: CCCCN(CC)CCCNC(=S)Nc1ccc2nc(N3CCN(C)CC3)cc(C)c2c1
* energy: -1703.37502 Eh

```
! wB97M-V def2-TZVPD RIJCOSX def2/J DEFGRID3
* xyz 0 1
H 7.7705 -0.6164 -2.8402
H 8.2603 -1.2301 0.0696
C 7.3234 -0.7163 -0.1596
H 6.4717 -1.0966 1.7907
C -0.5332 -0.9929 -0.3730
C -5.2376 1.3952 1.4999
H -6.6495 2.3437 -2.6866
N -1.8596 -1.4109 -0.5607
C 5.7273 1.6128 -0.0046
H -5.4564 -2.1636 -1.7354
C -4.0850 2.3984 1.4585
H 6.6486 -1.4294 -0.6705
N 5.4447 0.4741 0.8443
H 4.6468 -1.7956 2.0692
H 3.1751 -3.4907 2.6555
C 3.9017 -1.3136 1.4557
C -0.1317 0.1834 -1.0353
H -4.4789 -1.3462 1.0386
H -3.0477 1.5397 -0.2008
H 9.2719 -0.4292 -1.9038
H 1.9357 -3.8610 1.4476
C -2.8244 1.8101 0.8325
N -3.6382 -2.8138 -1.0391
C 0.3538 -1.6574 0.4403
C 2.3043 -3.1004 2.1341
H -2.5426 0.9006 1.3674
H -0.8412 0.6989 -1.6690
H 4.7882 2.1191 -0.2209
H 6.6529 2.0264 -1.9101
H -4.2993 -0.8665 -1.4423
H 6.4028 2.2795 0.5387
H -6.1099 1.8613 1.9927
C -1.6643 2.7965 0.8701
C 6.6605 -0.2460 1.1392
H -4.3749 3.2927 0.9039
H -6.9363 -0.5427 -0.5585
C 2.0754 -0.0106 -0.0843
C -5.2832 -1.5699 0.3364
N 3.3182 0.4928 -0.0003
H -5.7875 -2.4760 0.6772
H -7.4170 1.7992 -0.3914
N -5.5956 0.8714 0.1883
H 7.3393 0.4426 1.6523
H 1.4556 1.5649 -1.3961
S -1.4723 -4.0531 -0.3865
C 1.1371 0.6660 -0.8914
C 2.6483 -1.8499 1.3887
N 7.6191 0.4341 -0.9928
H -2.4737 -0.6750 -0.8851
C -6.1169 1.5918 -2.1097
C -6.3378 1.8293 -0.6191
H 0.0402 -2.5466 0.9577
C 6.3960 1.1568 -1.3015
H -3.8729 2.7067 2.4848
C 1.6697 -1.1932 0.5870
H -5.0576 1.6613 -2.3430
C 4.2197 -0.1260 0.7380
H -0.7665 2.3495 0.4504
H 1.5210 -2.9022 2.8646
H 8.5831 0.9635 -2.7512
H -1.9050 3.6929 0.3022
H -6.9122 -0.4422 1.2052
C -6.2794 -0.4095 0.3035
H -3.9487 -3.7739 -0.9897
H -6.4733 0.6108 -2.4134
C 8.3426 0.0629 -2.1882
H -1.4505 3.0903 1.8955
C -4.6790 -1.8132 -1.0508
H -5.9807 2.8304 -0.3757
C -2.3440 -2.6694 -0.6495
H -4.9246 0.5502 2.1173
H 5.6837 0.5301 -1.8674
*
```

Atom charges from the Löwdin analysis, given in e for atoms 1 to 6: number 1, H, carries 0.088; number 2, H, carries 0.121; number 3, C, carries -0.183; number 4, H, carries 0.105; number 5, C, carries -0.248; number 6, C, carries -0.211

***

4.
A cluster of 5 separate species, C5H17NO6 in total. Source: the Open Molecules 2025 dataset; level of theory: the ωB97M-V functional and the def2-TZVPD basis.

Calculated values
* HOMO level: -9.58 eV
* lowest unoccupied orbital energy: 0.3 eV
* SMILES: CN[C@@H](C=O)CC=O.O.O.O.O
* energy: -706.84567 Eh

```
! wB97M-V def2-TZVPD RIJCOSX def2/J DEFGRID3
* xyz 0 1
H -1.6620 -2.0023 -1.5395
O 2.0070 2.5211 -0.5138
H 1.6067 -2.4677 0.1483
H -0.9209 1.1124 0.8428
O -0.2474 1.9219 -2.0594
H 2.7871 2.1558 -0.9230
C -1.6332 -1.7846 -0.4795
H -0.8229 0.0099 -1.0263
H -2.1421 -1.5823 1.8631
H 0.8396 -0.8565 2.2073
H 2.0314 2.8588 0.3837
H 0.6687 -1.9964 -0.9162
N -0.6588 -0.6860 -0.3149
H 0.2987 2.3508 -2.7277
O 1.5990 2.1587 2.1838
C -1.5829 -0.6640 2.0539
H 0.1576 1.3566 3.3724
H -0.4149 0.3501 -2.8355
H 1.4693 0.1228 0.8526
C 0.8247 1.2836 2.5062
O -1.5041 -0.3247 3.2034
O 1.1670 -2.7911 -0.6262
C 0.7044 0.0529 1.6205
C -0.7552 0.0484 0.9773
H 0.3576 -0.9855 -3.3559
O -0.3726 -0.3940 -3.4522
H -2.6308 -1.3518 -0.3270
H 0.1966 2.2188 -1.2432
H -1.3678 -2.6356 0.1250
*
```

Atom charges from the Löwdin analysis, given in e for atoms 1 to 6: number 1, H, carries 0.081; number 2, O, carries -0.046; number 3, H, carries 0.007; number 4, H, carries 0.148; number 5, O, carries -0.067; number 6, H, carries 0.057

***

5.
A structure of composition C53H60KN15O4. Source: the Open Molecules 2025 dataset; level of theory: the ωB97M-V functional and the def2-TZVPD basis.

Calculated values
* HOMO level (spin up / spin down): -0.63 / 0.58 eV
* lowest unoccupied orbital energy (spin up / spin down): 3.2 / 3.2 eV
* energy: -3777.71254 Eh

```
! wB97M-V def2-TZVPD RIJCOSX def2/J DEFGRID3
* xyz -2 1
H 5.1955 4.3052 -1.5964
H -0.5911 -5.5946 0.1004
H 1.2975 3.7212 0.0888
C -4.9156 1.3119 0.2400
H 3.8454 1.2938 2.9231
H -1.2479 -0.4858 6.3076
H -3.3413 -3.6192 4.9411
H 2.2445 3.3050 -3.6907
H 5.4835 1.8433 -1.5177
N 7.1840 -4.2495 1.5118
H -4.4850 2.7047 3.2127
H -4.2238 -1.6612 3.6824
H -3.8203 -1.4371 -5.5418
C 0.3214 -3.9626 2.9421
C 4.5553 2.3014 -1.1951
O -2.9316 1.2956 -2.3627
H 0.6820 0.4036 5.0573
H -4.7695 -3.1810 2.9408
H 0.9106 -1.9618 2.4412
H 1.8221 4.8884 3.4732
N 2.7023 3.0198 3.0705
H 3.2730 7.7163 -0.9879
C 1.5659 2.2931 2.8809
N -0.7014 1.7534 -3.0218
C 4.9134 -3.1780 0.9440
N 2.4414 -2.0224 0.3494
H 3.6117 0.4170 -0.6888
H -0.3158 -3.2617 5.4551
H -3.8327 -1.4274 1.2927
N -0.8145 -2.4342 1.2802
H -4.2629 0.8479 -0.4964
H -5.5281 -5.0390 -3.9036
C -4.0233 -4.1137 -2.6867
C -1.0658 -3.5454 0.4359
C 3.5250 1.4986 -0.7158
H -4.5141 1.1066 -3.6059
C -1.7327 1.9386 -2.1481
C 2.2412 3.3333 -0.2993
N -4.0951 1.9016 1.2952
C 3.9942 2.3668 2.9410
H -3.2034 -3.0604 1.1876
K -0.2913 -0.2505 -0.2266
H -0.1609 0.0145 2.9199
H 2.8933 -0.5767 1.7306
C 3.4618 6.7416 -1.4307
C 5.1412 8.1198 -4.4242
H 4.7769 5.0507 -5.3664
O 1.5450 1.0738 2.8930
H -1.7871 -2.8503 6.3426
O -0.6249 2.3442 1.8953
C -1.0994 -2.4998 5.5692
C -4.7793 -3.2366 -4.8265
C 2.7391 4.4694 3.0647
H -5.5975 0.5576 0.6472
H -4.4135 3.9084 1.9079
H -1.9189 1.6056 3.3143
H 0.7598 -4.1271 3.9193
N -1.5804 -0.2548 -4.1255
H 0.4051 -5.9835 2.3375
C 3.2596 -1.4830 1.2529
C -1.9350 2.2533 2.4301
N -0.6529 -0.4285 3.6911
C 1.4189 1.7031 -4.9028
N -1.8661 -1.6683 1.9703
N -1.8720 -3.5134 -0.6232
N 2.3793 2.0150 -0.2580
C -2.1378 -2.6602 -1.6207
C 6.1744 -3.7735 1.2570
H -0.1269 3.3812 3.6248
C -0.5009 -4.7740 0.7969
N -1.4966 -1.5181 -2.0333
C 0.1172 -4.9708 2.0634
C -1.9947 -1.1660 -3.2595
C -4.8382 -4.2063 -3.8039
C 4.0609 -3.7476 0.0037
H 5.5306 9.0522 -4.8248
H 0.3172 0.0451 -5.7309
H 0.5109 4.0156 2.0917
C -3.0645 -2.0827 -3.6332
C -3.6918 1.8054 -3.4448
H -4.0576 -4.8601 -1.8995
H -5.5014 2.0945 -0.2482
H -1.7228 4.1140 -2.0391
H -3.0966 1.8605 -4.3586
H 5.1291 -1.5415 2.3173
C -0.6434 0.7157 -3.9925
H 2.2052 1.6973 -5.6487
H -2.4725 -4.1537 3.4901
H 4.6411 2.6369 3.7792
N -1.8700 -2.2920 4.3621
N 4.1844 5.7386 -3.5363
H -2.7813 3.2466 -0.8870
H 2.1735 5.9345 0.0191
H 2.1498 -3.5637 -0.9653
C -0.0028 -2.5670 2.5209
C 0.2779 -0.5773 4.8052
H 4.5670 8.9446 -2.5417
H 1.1307 -1.2275 4.5492
C 2.8472 -3.1353 -0.2532
C -3.8877 -2.1753 -4.7494
C -4.7141 2.8858 2.1614
H 0.2210 -1.3436 6.8296
H 0.3843 3.3168 -2.1427
C 1.4327 2.6011 -3.8443
H 2.9071 4.8719 2.0593
C -2.8786 -3.2743 4.0128
H -5.4325 -3.3331 -5.6886
N 5.2257 7.0511 -5.2535
C 0.3863 2.6139 -2.9568
C -1.8121 3.2224 -1.3879
C 2.9182 5.6607 -0.7272
C 4.7277 5.9299 -4.7221
C -2.7780 1.5571 1.3696
C 4.4000 3.6722 -1.2379
C -0.4635 -1.1787 5.9921
H -1.0388 3.3049 -0.6140
O -2.2710 0.7442 0.6253
C 0.2826 3.1015 2.6455
H -2.3244 3.2416 2.6915
C 0.3697 0.7937 -4.9532
C 4.0979 6.8175 -2.6889
C 3.1871 4.2535 -0.8009
C -3.8963 -2.5548 3.1423
C 4.4926 -2.0135 1.5823
C -3.2366 -2.1768 1.8227
C -3.1443 -3.0359 -2.5959
C 4.6076 8.0627 -3.1710
H 3.5616 4.7937 3.7033
H -5.7920 2.8157 2.0385
H 4.3479 -4.6535 -0.5115
C -1.1243 -1.7404 3.2498
H 4.4726 2.6690 2.0052
H -4.0972 2.8023 -3.2130
*
```

Atom charges from the Löwdin analysis, given in e for atoms 1 to 6: number 1, H, carries 0.097; number 2, H, carries 0.073; number 3, H, carries 0.095; number 4, C, carries -0.030; number 5, H, carries 0.072; number 6, H, carries 0.106

***

Look up the energy of the fifth one.
-3777.71254 Eh

***

Look up the energy of the third one.
-1703.37502 Eh

***

energy of number 2 (C38H38N3P2S3Zr)?
-3559.48045 Eh